No. 1
A cluster of 3 separate species, C20H37F3N3O9P in total. Source: the OMol25 dataset; level of theory: ωB97M-V/def2-TZVPD.

```
! wB97M-V def2-TZVPD RIJCOSX def2/J DEFGRID3
* xyz 0 1
C 2.64656 0.25442 3.38230
C 3.10863 -0.27851 2.01055
P 3.40576 1.10540 0.83355
C 4.07640 0.28455 -0.67204
C 3.56573 -1.10097 -1.09451
C 1.62472 1.54445 0.42445
O 1.24131 1.03578 -0.88589
N 0.03041 0.30142 -0.75463
O 0.12640 -0.76129 -1.22712
O 1.48480 2.91438 0.48692
C 0.16432 3.39812 0.74277
C 0.29099 4.64363 1.61814
C 0.19767 4.33728 3.09483
F 1.24092 3.50650 3.49422
C -0.62273 3.65523 -0.55523
N -2.05127 3.38857 -0.36502
C -2.65471 2.39813 -1.26873
C -3.25789 1.14079 -0.57849
C -3.25244 1.14062 0.94904
C -4.49176 1.75668 1.61034
C -5.83777 1.31515 1.03935
N -6.00158 -0.14431 1.00377
H 1.58131 0.07224 3.52930
H 2.80546 1.33167 3.46676
H 3.19430 -0.22384 4.19388
H 2.35328 -0.96231 1.61187
H 4.03689 -0.84982 2.07734
H 5.15218 0.23590 -0.48171
H 3.94149 0.99594 -1.49141
H 2.71589 -1.02586 -1.76762
H 3.27577 -1.70531 -0.23320
H 4.37582 -1.64905 -1.57698
H 0.96550 1.04386 1.14927
H -0.40899 2.65354 1.31038
H 1.23724 5.13903 1.38874
H -0.53642 5.32087 1.38319
H 0.21914 5.24074 3.70748
H -0.73482 3.80519 3.30876
H -0.19504 3.02928 -1.33915
H -0.47211 4.69691 -0.85879
H -2.55193 4.25564 -0.48275
H -3.45464 2.89260 -1.82792
H -1.92715 2.07519 -2.01846
H -4.26542 0.98396 -0.96378
H -2.68305 0.27179 -0.90309
H -2.36744 1.64970 1.33010
H -3.16850 0.10102 1.28625
H -4.46992 1.50615 2.67694
H -4.44240 2.84961 1.56146
H -6.62698 1.73913 1.66799
H -5.97368 1.75139 0.04265
H -6.39109 -0.44104 0.11717
H -5.09927 -0.59888 1.05967
O -6.02948 -2.02265 -2.44536
C -4.93756 -2.45563 -2.30135
O -3.95533 -1.85548 -1.58962
C -2.83857 -2.74410 -1.51038
C -3.07228 -3.64282 -2.70901
F -2.65846 -4.91363 -2.49438
O -4.48072 -3.62295 -2.83379
H -2.89411 -3.32029 -0.58488
H -1.90763 -2.18565 -1.54482
H -2.62908 -3.28464 -3.64015
O 5.28007 -3.99313 0.82976
C 5.59128 -4.54346 -0.16920
O 5.97141 -5.83967 -0.26525
C 6.12166 -6.16841 -1.64699
C 6.34309 -4.80482 -2.27393
F 5.81737 -4.71541 -3.51801
O 5.62810 -3.95688 -1.40051
H 5.19682 -6.60954 -2.02250
H 6.94806 -6.85943 -1.78146
H 7.38544 -4.48262 -2.31112
*
```

## Properties
- E_HOMO: -8.391 eV
- SMILES: CCP(CC)[C@H](ON=O)O[C@@H](CCF)CNCCCCCN.O=C1OC[C@@H](F)O1.O=C1OC[C@@H](F)O1
- Kohn-Sham gap: 8.05 eV


No. 2
A cluster of 5 separate species, C20H37F3O14 in total at a distorted geometry. Source: the OMol25 dataset; level of theory: ωB97M-V/def2-TZVPD.

```
! wB97M-V def2-TZVPD RIJCOSX def2/J DEFGRID3
* xyz 0 1
C 2.98754 3.52637 0.90965
C 4.20419 4.49677 0.96011
O 5.18593 3.93422 0.16533
C 6.26874 4.58051 -0.25440
O 6.66098 5.71198 0.08642
C 7.16294 3.73711 -1.16105
F 8.49470 3.68360 -0.79069
F 6.81777 2.46116 -1.32274
F 7.17457 4.33727 -2.33348
H 2.85548 3.18555 -0.11724
H 2.03669 3.95148 1.23098
H 3.23804 2.69161 1.56426
H 4.70263 4.63250 1.91993
H 3.70676 5.36039 0.51872
C 1.94849 0.82959 -2.27090
C 1.32253 0.71042 -0.86379
O 0.42072 -0.31580 -0.74643
C -0.56080 -0.23812 0.21144
O -0.99134 0.72052 0.85616
O -1.06655 -1.46584 0.30394
C -2.07652 -1.81625 1.20101
H 2.30588 -0.14496 -2.60354
H 2.79711 1.51353 -2.25730
H 1.24264 1.30146 -2.95442
H 0.87135 1.67658 -0.63781
H 2.15808 0.61071 -0.17095
H -2.36016 -2.86860 1.21505
H -2.90998 -1.14860 0.98272
H -1.78842 -1.69676 2.24543
C 5.49482 0.40106 2.19353
C 4.19377 -0.34002 1.91903
O 3.34678 -0.40697 2.97853
C 2.34201 -1.31029 3.09123
O 1.78422 -1.99677 2.18215
O 2.06067 -1.38291 4.42420
C 1.14106 -2.29410 5.03939
H 6.09436 0.51968 1.29099
H 6.13586 -0.18360 2.85334
H 5.31529 1.31863 2.75385
H 4.28573 -1.33796 1.49036
H 3.65852 0.14157 1.10070
H 1.12632 -3.30689 4.63673
H 0.12507 -1.90513 4.97169
H 1.37102 -2.34074 6.10384
C -7.04782 -2.40784 2.85395
C -7.48624 -3.26824 1.68542
O -6.31408 -3.96689 1.17499
C -5.68447 -4.87079 1.89157
O -6.13839 -5.55054 2.83997
O -4.52630 -4.98765 1.40091
C -3.58061 -5.83786 1.95824
H -6.90486 -3.05111 3.72219
H -7.87838 -1.79204 3.19899
H -6.18799 -1.75433 2.70658
H -8.01379 -2.75513 0.88136
H -8.28393 -3.94279 1.99650
H -3.62921 -5.89212 3.04581
H -2.56058 -5.83012 1.57410
H -3.90715 -6.84928 1.71635
C -2.33928 -0.63501 -5.90690
C -2.41822 -0.20878 -4.44123
O -2.88168 1.15330 -4.34935
C -2.03039 2.12402 -4.67043
O -0.82134 1.98504 -4.88530
O -2.69996 3.29499 -4.42855
C -2.18762 4.50768 -4.98677
H -3.28959 -0.56676 -6.43640
H -2.18305 -1.71371 -5.91713
H -1.44284 -0.20449 -6.35312
H -1.50546 -0.23986 -3.84624
H -3.26616 -0.73741 -4.00572
H -1.39245 4.80492 -4.30307
H -2.96389 5.26849 -5.06848
H -1.71976 4.39039 -5.96424
*
```

## Properties
- ΔE to the lowest compared entry with this formula, charge and spin: 76.3 kcal per mole
- E_HOMO: -10.605 eV
- SMILES: CCOC(=O)C(F)(F)F.CCOC(=O)OC.CCOC(=O)OC.CCOC(=O)OC.CCOC(=O)OC
- Kohn-Sham gap: 11.09 eV


Question: Which value of Kohn-Sham gap does entry 2 give?
Answer: 11.09 eV


Question: Kohn-Sham gap of number 2 (C20H37F3O14)?
Answer: 11.09 eV


Question: Kohn-Sham gap of number 1 (C20H37F3N3O9P)?
Answer: 8.05 eV